The following is a quantum chemistry calculation of the ion C6H16NO with charge +1 at a distorted geometry, from OMol25.

Element x y z (Å)
N  -2.24267  -1.20185  2.25725
C  -2.09788  0.18512  1.61056
C  -0.63418  0.56374  1.39754
C  0.21635  -0.44185  0.57539
C  0.25602  -0.20851  -0.91968
C  1.19856  0.91818  -1.34609
C  2.43363  0.52137  -2.19246
O  1.88679  -0.24304  -3.26031
H  -1.47234  -1.35941  2.91277
H  -1.94389  -1.82527  1.50675
H  -3.13357  -1.22343  2.74834
H  -2.70077  0.92007  2.13267
H  -2.56013  0.03875  0.61738
H  -0.13678  0.65801  2.36815
H  -0.65827  1.62109  1.08746
H  -0.22840  -1.43289  0.76950
H  1.19249  -0.46324  1.06129
H  -0.74634  -0.08569  -1.32757
H  0.58868  -1.15961  -1.37686
H  0.63928  1.54887  -2.04267
H  1.51337  1.51582  -0.48445
H  3.12113  -0.08397  -1.60666
H  3.01912  1.40966  -2.47911
H  2.48978  -0.17191  -4.00918

SMILES: [NH3+]CCCCCCO
Net charge: +1
Relative energy (zero: lowest compared OMol25 entry of this formula, charge and spin), kJ/mol: 146.46
Orbital gap, eV: 9.2

The following is a quantum chemistry calculation of a cluster of 2 separate species, C2H4O3 in total at a distorted geometry, from OMol25.

Element x y z (Å)
C  -0.87921  -0.20429  -0.03026
C  1.75073  0.45041  0.15276
O  -1.46312  0.75713  -0.79945
O  -1.59380  0.75581  0.63073
O  -1.16713  -1.48722  -0.07181
H  2.10783  -0.45875  -0.28371
H  1.72031  0.53683  1.21734
H  1.61124  1.31050  -0.46359
H  -2.08687  -1.66043  -0.35201

Relative energy (zero: lowest compared OMol25 entry of this formula, charge and spin), kJ/mol: 739.05
Orbital gap (alpha / beta), eV: 8.7 / 9.6

The following is a quantum chemistry calculation of a structure of composition C22H65O11Pd at a distorted geometry, from OMol25.

Element x y z (Å)
Pd  2.36788  2.03576  -0.74438
C  -1.78974  1.20121  -0.62507
C  -0.71946  0.26708  -0.21039
O  0.61013  0.79915  -0.07649
H  -1.81628  2.17444  -0.13494
H  -2.79712  0.79212  -0.54810
H  -1.77816  1.50862  -1.67076
H  -0.69751  -0.44580  -1.03466
H  -0.90258  -0.35869  0.66310
C  3.27212  -3.68312  -2.86577
C  1.85162  -3.60425  -2.19260
O  1.73449  -2.38476  -1.49339
H  3.46622  -2.75962  -3.41126
H  3.44253  -4.58345  -3.45609
H  3.97446  -3.73617  -2.03390
H  1.63437  -4.40578  -1.48659
H  1.10110  -3.65248  -2.98159
H  0.80630  -2.27079  -1.27642
C  0.27744  0.70053  -4.15181
C  1.63277  0.63050  -3.40488
O  2.10523  1.92722  -3.01598
H  -0.12991  -0.27019  -4.43443
H  0.36936  1.06785  -5.17393
H  -0.54249  1.11994  -3.56879
H  2.42153  0.12515  -3.96216
H  1.51356  -0.00439  -2.52693
H  2.36436  2.46890  -3.76500
C  5.49867  -1.24925  -0.67043
C  4.74337  -0.28000  -1.66711
O  3.50115  0.05564  -1.05534
H  5.77835  -0.73415  0.24856
H  6.45422  -1.67618  -0.97502
H  4.89065  -2.10094  -0.36543
H  4.70169  -0.65502  -2.68972
H  5.21700  0.70133  -1.69478
H  2.96837  -0.74272  -1.03586
C  -0.20549  -0.17934  4.96468
C  -0.23836  -0.56860  3.47080
O  0.65140  0.31355  2.86427
H  -1.23243  0.14053  5.14122
H  0.41681  0.69299  5.16439
H  -0.05323  -0.96066  5.70930
H  -1.14969  -0.67500  2.88235
H  0.26166  -1.52357  3.30921
H  0.58614  0.14902  1.92073
C  -2.22521  3.13734  3.32924
C  -1.10337  3.67598  4.21009
O  0.13311  3.18244  3.78305
H  -3.12189  3.68329  3.62249
H  -2.29139  2.05036  3.37610
H  -2.03167  3.37582  2.28340
H  -1.23810  3.28603  5.21899
H  -1.00852  4.76135  4.24306
H  0.04658  2.23338  3.89876
C  -1.39214  -3.67319  0.09821
C  -2.52685  -4.70682  0.36892
O  -3.66857  -4.43756  -0.34123
H  -0.98885  -3.51221  -0.90156
H  -0.54776  -3.71382  0.78631
H  -1.90451  -2.72241  0.24515
H  -2.63430  -4.73186  1.45332
H  -2.18339  -5.67261  -0.00173
H  -4.10392  -3.71135  0.11121
C  3.79959  3.00980  3.45484
C  4.01561  1.86802  2.41387
O  2.89486  1.83938  1.48938
H  3.69351  4.05742  3.17317
H  4.68640  3.06256  4.08642
H  2.91713  2.81832  4.06533
H  3.98743  0.87899  2.87117
H  4.98414  2.08608  1.96389
H  2.06132  1.75087  1.95732
C  -1.06596  5.06086  -1.24217
C  0.29766  4.53258  -1.72192
O  1.01000  3.89580  -0.65604
H  -0.87836  5.71984  -0.39443
H  -1.76147  4.34672  -0.80130
H  -1.51149  5.63314  -2.05587
H  0.99575  5.33897  -1.94664
H  0.24897  3.91594  -2.61941
H  1.27214  4.57037  -0.02531
C  -2.72011  -2.51412  -4.77903
C  -2.49005  -2.83349  -3.32398
O  -1.98578  -4.11255  -3.04243
H  -3.24647  -3.21588  -5.42601
H  -1.73551  -2.52341  -5.24654
H  -3.28935  -1.65071  -5.12341
H  -3.45838  -2.67688  -2.84867
H  -1.88916  -2.01518  -2.92724
H  -2.36385  -4.41625  -2.21392
C  -4.95630  0.05411  1.85741
C  -4.90364  -1.33608  2.54165
O  -3.83419  -2.03943  1.85047
H  -4.02657  0.58714  1.65849
H  -5.41529  0.84015  2.45705
H  -5.39888  0.05510  0.86131
H  -5.92086  -1.71778  2.45412
H  -4.69303  -1.30697  3.61071
H  -3.09128  -1.43386  1.90506

Net charge: +1
<S²>: 2.010
Orbital gap (alpha / beta), eV: 9.7 / 6.9
Spin multiplicity: 3

The following is a quantum chemistry calculation of a structure of composition C32H37ClN2Si2Zn at a distorted geometry, from OMol25.

Element x y z (Å)
C  -2.52149  -1.19265  0.37980
C  -3.13608  -0.60516  -0.73184
C  -2.74159  -1.34314  -1.91524
H  -3.84726  0.22249  -0.70514
C  -1.95043  -2.47413  -1.43621
C  -1.77666  -2.33565  -0.05667
H  -1.18735  -2.97501  0.59432
H  -2.61676  -0.87575  1.41922
H  -3.31584  -1.31632  -2.85077
H  -1.60468  -3.30002  -2.05437
Zn  -1.12686  -0.21095  -2.92733
Si  -0.26947  -0.65294  -5.10276
C  -0.16427  0.90228  -6.19397
C  0.91164  1.02092  -7.07869
H  1.78894  0.37570  -6.97329
C  0.86271  1.92281  -8.14435
H  1.71451  2.00119  -8.81866
C  -0.26323  2.72134  -8.33824
H  -0.30498  3.41753  -9.17963
C  -1.31311  2.64823  -7.42108
H  -2.18684  3.28855  -7.54974
C  -1.24456  1.77636  -6.32808
H  -2.06495  1.74147  -5.60849
C  -0.20923  -1.80347  -6.64644
C  -1.25789  -1.76505  -7.58664
H  -2.19130  -1.26085  -7.32272
C  -1.09755  -2.27594  -8.88248
H  -1.90336  -2.17398  -9.60883
C  0.09504  -2.91055  -9.23865
H  0.21871  -3.32241  -10.23689
C  1.10502  -3.04822  -8.29017
H  2.02100  -3.58449  -8.53679
C  0.95626  -2.49275  -7.00828
H  1.78697  -2.58190  -6.30383
H  -1.65439  -0.70559  -4.44160
Si  3.46871  1.48136  -4.45114
C  2.72802  -0.23691  -4.46993
C  1.34198  -0.45972  -4.03266
H  1.01287  0.35557  -3.34464
C  0.93549  -1.85157  -3.77188
H  0.00341  -2.13966  -3.21807
C  1.87469  -2.90429  -3.89973
H  1.53814  -3.92554  -3.68254
C  3.19790  -2.63238  -4.20433
H  3.93193  -3.43979  -4.18973
C  3.59524  -1.32186  -4.52239
H  4.63422  -1.15370  -4.81012
C  2.24585  2.88834  -4.54882
C  1.42007  3.25110  -3.47678
H  1.62268  2.84567  -2.48606
C  0.35131  4.14445  -3.65500
H  -0.35744  4.35516  -2.83975
C  0.21072  4.80952  -4.88001
H  -0.63276  5.49235  -5.04381
C  1.17586  4.61912  -5.87486
H  1.11113  5.17908  -6.80722
C  2.17045  3.64966  -5.72159
H  2.86772  3.45131  -6.53928
H  4.45228  1.53550  -5.43647
Cl  4.27936  1.62068  -2.54162
N  -0.86064  1.48315  -1.68531
C  0.08142  1.79936  -0.55436
C  0.24009  0.72932  0.50694
C  1.17567  -0.40028  0.12375
N  1.00357  -0.85758  -1.26410
H  -1.81982  1.59771  -1.33796
H  -0.73249  2.20693  -2.40150
H  1.05947  2.05059  -0.97039
H  -0.31598  2.70067  -0.07185
H  0.70095  1.20942  1.37940
H  -0.72645  0.33416  0.83036
H  2.20988  -0.03767  0.22095
H  1.05784  -1.25901  0.80105
H  0.95392  -1.87826  -1.28495
H  1.85775  -0.62771  -1.78205

Relative energy (zero: lowest compared OMol25 entry of this formula, charge and spin), kJ/mol: 373.06
Orbital gap (alpha / beta), eV: 4.9 / 4.9

The following is a quantum chemistry calculation of an isolated molecule of CH4ClN2P at a distorted geometry, from OMol25.

Element x y z (Å)
C  0.69942  -0.33633  0.13847
N  -0.34813  0.59163  0.09879
N  -1.64710  -0.08687  0.23857
P  -3.03808  0.86760  0.28607
Cl  -4.25826  -0.58257  -0.25166
H  1.69530  0.00719  -0.16985
H  0.41921  -1.13443  -0.68360
H  0.75240  -0.69411  1.06213
H  -2.83474  1.32483  -1.10183

SMILES: C/N=N/PCl
Relative energy (zero: lowest compared OMol25 entry of this formula, charge and spin), kJ/mol: 138.58
Orbital gap (alpha / beta), eV: 8.4 / 8.4

The following is a quantum chemistry calculation of a structure of composition C41H41BO2P2Re at a distorted geometry, from OMol25.

Element x y z (Å)
Re  -0.62150  -0.31071  -0.40545
C  3.04122  1.03206  1.99757
C  3.08665  0.86946  0.55892
C  3.42980  -0.32107  -0.18273
C  2.71423  -1.70771  -0.01921
C  1.36743  -1.77555  0.65861
C  1.20568  -1.53205  2.02342
C  2.28460  -1.31602  2.96493
C  3.37899  -0.25353  2.77167
C  -1.23659  0.61263  1.39438
H  3.75654  1.86420  2.17925
H  2.46134  1.59847  0.00406
H  4.46803  -0.46084  0.13940
H  3.46844  -0.04749  -1.26728
H  2.61191  -2.17092  -1.00305
H  3.36139  -2.38284  0.57960
H  0.82626  -2.69216  0.32740
H  0.18178  -1.57695  2.42248
H  2.79384  -2.28929  2.93822
H  1.84260  -1.22742  3.97154
H  3.64291  0.10880  3.77000
H  4.28047  -0.72339  2.40526
H  -0.68992  1.50636  1.67589
H  -1.24283  -0.09262  2.24203
H  -2.26350  0.87669  1.12583
P  -0.32248  0.57904  -2.32041
P  -1.92771  -1.79925  -0.93805
C  0.48180  -1.06748  -2.26221
C  -0.30100  -2.15024  -1.74348
C  -0.89757  0.87123  -3.96417
C  -0.44442  0.03460  -5.01081
C  -0.93823  0.26856  -6.28850
C  -1.85228  1.32622  -6.45391
C  -2.31701  2.16778  -5.41874
C  -1.82984  1.92901  -4.13589
C  0.81065  1.96687  -1.89726
C  0.49079  2.84780  -0.86723
C  1.40343  3.84170  -0.52284
C  2.62196  3.95177  -1.19873
C  2.92327  3.04663  -2.21584
C  2.00670  2.06657  -2.60452
C  -3.27504  -2.16631  -1.90491
C  -3.49515  -1.58063  -3.13786
C  -4.50707  -2.13314  -3.89611
C  -5.24367  -3.21731  -3.41569
C  -4.99815  -3.74148  -2.14525
C  -3.99834  -3.21076  -1.36499
C  -1.93008  -2.59667  0.70282
C  -2.86344  -2.10979  1.63502
C  -3.01139  -2.79291  2.83733
C  -2.27233  -3.95960  3.06950
C  -1.40353  -4.46206  2.10432
C  -1.24904  -3.81194  0.88425
H  1.44855  -1.12765  -2.78909
H  -0.00267  -3.21328  -1.84747
H  0.30195  -0.73177  -4.76793
H  -0.58370  -0.36753  -7.10714
H  -2.21882  1.51721  -7.45216
H  -3.01441  2.99904  -5.57869
H  -2.10875  2.52678  -3.25214
H  -0.41612  2.70810  -0.26622
H  1.16583  4.53298  0.27401
H  3.32175  4.74216  -0.92335
H  3.84208  3.17119  -2.79575
H  2.20848  1.38530  -3.43371
H  -2.91817  -0.72343  -3.45915
H  -4.71066  -1.73286  -4.88572
H  -6.02043  -3.66113  -4.02885
H  -5.55433  -4.57837  -1.75593
H  -3.76946  -3.59493  -0.38009
H  -3.40412  -1.18144  1.42444
H  -3.72134  -2.41567  3.56431
H  -2.41149  -4.49131  4.00746
H  -0.84812  -5.38451  2.27456
H  -0.59791  -4.19883  0.10113
O  1.39093  3.00702  2.36234
B  1.67033  1.61812  2.53037
O  1.06760  1.08964  3.72611
C  1.04862  2.21836  4.48443
C  1.25092  2.27108  5.86063
C  1.68373  3.49470  6.39546
C  1.94559  4.60043  5.56850
C  1.69819  4.58806  4.19093
C  1.23995  3.38554  3.66689
H  1.10689  1.36278  6.45230
H  1.87093  3.53937  7.47511
H  2.31146  5.51636  6.02983
H  1.91610  5.44218  3.53597

Net charge: +2
<S²>: 3.776
Relative energy (zero: lowest compared OMol25 entry of this formula, charge and spin), kJ/mol: 276.91
Orbital gap (alpha / beta), eV: 5.6 / 4.5
Spin multiplicity: 4

The following is a quantum chemistry calculation of a cluster of 2 separate species, C2H10NO in total at a distorted geometry, from OMol25.

Element x y z (Å)
O  2.66084  -0.80226  -0.89459
H  3.30338  -0.07173  -0.88334
H  1.12381  -0.47779  -0.10955
H  3.27838  -1.51842  -1.12534
C  -1.96265  0.70363  0.51159
C  -0.88436  0.16885  -0.36745
N  0.33989  -0.19764  0.51278
H  -2.61749  1.28595  -0.15081
H  -1.74085  1.47578  1.24132
H  -2.51715  -0.12415  0.94438
H  -0.44603  0.92595  -1.03869
H  -1.22642  -0.69592  -0.91638
H  0.00742  -1.04051  0.99065
H  0.68124  0.36824  1.28543

Net charge: +1
Relative energy (zero: lowest compared OMol25 entry of this formula, charge and spin), kJ/mol: 37.06
Orbital gap, eV: 13.2